[1]
# C3H9NS2

C3H9NS2 in the gas phase (the ωB97M-V functional and the def2-TZVPD basis, the Open Molecules 2025 dataset).

Calculated values
**HOMO level**: -8.66 eV
**SMILES**: CNCCSS
**Energy above the lowest of the compared OMol25 structures with the same formula, charge and spin**: 233.0 kJ/mol
**Maximum force**: 4.660 eV Å⁻¹
**Net charge**: 0
**HOMO-LUMO gap**: 8.91 eV

Bonds (Å) are listed after each position.
Positions of all 15 atoms, in Å:
1 C -1.43132 -1.53135 -1.00051  N2 1.607, H7 1.185, H8 1.110, H9 1.115
2 N -0.52011 -1.26314 0.29596  C1 1.607, C3 1.450, H10 0.978
3 C -0.04798 0.10655 0.34567  N2 1.450, C4 1.490, H11 1.148, H12 1.036
4 C 1.39191 0.20471 0.71435  C3 1.490, S5 1.860, H13 1.108, H14 1.082
5 S 2.42785 1.51222 -0.10803  C4 1.860, S6 2.178
6 S 0.98385 3.10257 -0.47025  S5 2.178, H15 1.362
7 H -1.92511 -0.46319 -1.14406  C1 1.185
8 H -2.17557 -2.25823 -0.61248  C1 1.110
9 H -0.83645 -1.84783 -1.88902  C1 1.115
10 H -1.12134 -1.67369 0.94836  N2 0.978
11 H 0.18362 0.35568 -0.75077  C3 1.148
12 H -0.68179 0.75864 0.84302  C3 1.036
13 H 1.75574 -0.70950 0.20494  C4 1.108
14 H 1.27261 0.38644 1.77384  C4 1.082
15 H 0.72410 3.32011 0.84899  S6 1.362

[2]
# C7H9IN3O

An isolated ion of composition C7H9IN3O and charge +1 (the ωB97M-V functional and the def2-TZVPD basis, the Open Molecules 2025 dataset).

Calculated values
**HOMO level**: -12.29 eV
**SMILES**: [H]/N=[N+](\NCc1ccccc1)OI
**Energy above the lowest of the compared OMol25 structures with the same formula, charge and spin**: 67.4 kJ/mol
**Maximum force**: 5.540 eV Å⁻¹
**Net charge**: +1
**HOMO-LUMO gap**: 5.61 eV

Bonds (Å) are listed after each position.
Positions of all 21 atoms, in Å:
1 H -3.36153 -3.47726 -0.01293  N2 1.012
2 N -3.86647 -2.68358 -0.38667  H1 1.012, N3 1.209
3 N -3.49689 -1.53871 -0.26699  N2 1.209, N4 1.342, O12 1.320
4 N -2.42726 -1.19194 0.46625  N3 1.342, C5 1.455, H14 0.940
5 C -2.03876 0.19762 0.65336  N4 1.455, C6 1.493, H15 1.096, H16 1.101
6 C -0.58730 0.40110 0.37113  C5 1.493, C7 1.378, C11 1.470
7 C 0.32424 0.78164 1.33260  C6 1.378, C8 1.387, H17 1.125
8 C 1.65530 1.09981 1.10710  C7 1.387, C9 1.406, H18 1.050
9 C 2.19081 0.90752 -0.17846  C8 1.406, C10 1.417, H19 1.138
10 C 1.34600 0.32331 -1.15532  C9 1.417, C11 1.393, H20 1.054
11 C -0.02030 0.13540 -0.95841  C6 1.470, C10 1.393, H21 1.099
12 O -4.18674 -0.62479 -0.92322  N3 1.320, I13 2.102
13 I -5.70824 0.43509 0.06745  O12 2.102
14 H -2.13719 -1.94359 0.95010  N4 0.940
15 H -2.38263 0.50379 1.64787  C5 1.096
16 H -2.59361 0.90788 0.02039  C5 1.101
17 H -0.02014 0.90186 2.39673  C7 1.125
18 H 2.12969 1.39158 1.99772  C8 1.050
19 H 3.13357 1.43550 -0.53671  C9 1.138
20 H 1.92722 0.17591 -2.02166  C10 1.054
21 H -0.77587 -0.19350 -1.68568  C11 1.099

[3]
# C38H51F7N2O3P

A 2-piece molecular cluster, C38H51F7N2O3P overall (the ωB97M-V functional and the def2-TZVPD basis, the Open Molecules 2025 dataset).

Calculated values
**HOMO level (spin up / spin down)**: -8.22 / -8.22 eV
**Spin multiplicity**: 2
**Maximum force**: 0.957 eV Å⁻¹
**Net charge**: 0
**HOMO-LUMO gap (spin up / spin down)**: 7.54 / 7.55 eV

Bonds (Å) are listed after each position.
Positions of all 102 atoms, in Å:
1 C 4.54442 0.85113 -0.27408  C2 1.544, H41 1.087, H42 1.086, H43 1.087
2 C 3.16472 0.25466 -0.62823  C1 1.544, C3 1.499, H44 1.082, H45 1.087
3 C 2.77920 -0.83771 0.32335  C2 1.499, C4 1.390, C13 1.395
4 C 3.26914 -2.11967 0.10078  C3 1.390, C5 1.381, H46 1.081
5 C 3.02166 -3.16138 0.97372  C4 1.381, C6 1.390, H47 1.081
6 C 2.28260 -2.97618 2.13675  C5 1.390, C7 1.500, C12 1.395
7 C 1.99997 -4.13715 3.04416  C6 1.500, C8 1.540, H48 1.089, H49 1.084
8 C 0.52578 -4.57873 2.99172  C7 1.540, C9 1.547, H50 1.090, H51 1.088
9 C 0.20015 -5.54564 1.82894  C8 1.547, C10 1.534, C11 1.530, H52 1.090
10 C -0.15803 -6.94950 2.33325  C9 1.534, H53 1.087, H54 1.086, H55 1.089
11 C -0.89808 -4.95605 0.94172  C9 1.530, H56 1.088, H57 1.089, H58 1.089
12 C 1.77326 -1.69699 2.35850  C6 1.395, C13 1.398, C39 1.478
13 C 1.98553 -0.65092 1.45557  C3 1.395, C12 1.398, C14 1.494
14 C 1.35513 0.66566 1.77259  C13 1.494, O15 1.204, C16 1.502
15 O 1.94227 1.70706 1.63062  C14 1.204
16 C -0.02460 0.59584 2.36302  C14 1.502, C17 1.392, C34 1.414
17 C -0.16340 -0.43861 3.28398  C16 1.392, C18 1.381, C39 1.483
18 C -1.35098 -0.62628 3.96278  C17 1.381, C19 1.378, H59 1.078
19 C -2.43533 0.17182 3.67164  C18 1.378, C20 1.516, C30 1.407
20 C -3.69267 -0.20714 4.42959  C19 1.516, F21 1.366, F22 1.349, C23 1.582
21 F -3.34168 -0.60397 5.68897  C20 1.366
22 F -4.57633 0.79794 4.59642  C20 1.349
23 C -4.48349 -1.40574 3.76596  C20 1.582, F24 1.349, F25 1.351, C26 1.550
24 F -5.75749 -1.02829 3.53119  C23 1.349
25 F -3.92591 -1.73841 2.58163  C23 1.351
26 C -4.56390 -2.70583 4.60569  C23 1.550, F27 1.334, F28 1.339, F29 1.333
27 F -5.20631 -2.48759 5.75387  C26 1.334
28 F -3.34014 -3.18101 4.86796  C26 1.339
29 F -5.23081 -3.62087 3.90244  C26 1.333
30 C -2.35150 1.18949 2.70388  C19 1.407, C31 1.506, C34 1.410
31 C -3.60222 1.94114 2.33144  C30 1.506, C32 1.536, H60 1.087, H61 1.084
32 C -3.92505 3.17146 3.19191  C31 1.536, N33 1.456, H62 1.090, H63 1.087
33 N -3.35649 4.41259 2.68611  C32 1.456, H64 1.009, H65 1.006
34 C -1.11584 1.44864 2.07588  C16 1.414, C30 1.410, P35 1.858
35 P -1.14992 2.85448 0.86208  C34 1.858, C36 1.822, C37 1.876
36 C 0.02215 2.43370 -0.46783  P35 1.822, H66 1.087, H67 1.082, H68 1.089
37 C -0.43766 4.31984 1.79223  P35 1.876, C38 1.526, H69 1.089, H70 1.088
38 C 0.92226 4.89958 1.41256  C37 1.526, H71 1.078, H72 1.090, H73 1.085
39 C 0.95636 -1.37490 3.54719  C12 1.478, C17 1.483, O40 1.210
40 O 1.14055 -1.84336 4.64727  C39 1.210
41 H 5.12893 0.15714 0.32427  C1 1.087
42 H 4.42867 1.77199 0.28934  C1 1.086
43 H 5.11451 1.06959 -1.17380  C1 1.087
44 H 2.43621 1.05403 -0.62030  C2 1.082
45 H 3.20694 -0.16246 -1.63070  C2 1.087
46 H 3.86748 -2.30141 -0.78137  C4 1.081
47 H 3.41904 -4.14046 0.74647  C5 1.081
48 H 2.61389 -4.97020 2.70530  C7 1.089
49 H 2.27806 -3.89814 4.06439  C7 1.084
50 H -0.10757 -3.69796 2.89016  C8 1.090
51 H 0.26620 -5.03084 3.94641  C8 1.088
52 H 1.10281 -5.61944 1.22247  C9 1.090
53 H -0.83112 -7.45456 1.64475  C10 1.087
54 H -0.62725 -6.90806 3.31186  C10 1.086
55 H 0.73070 -7.57348 2.40986  C10 1.089
56 H -1.69536 -4.50998 1.53347  C11 1.088
57 H -0.49928 -4.20131 0.26620  C11 1.089
58 H -1.34706 -5.72804 0.31821  C11 1.089
59 H -1.41305 -1.42004 4.68981  C18 1.078
60 H -4.43844 1.25183 2.41800  C31 1.087
61 H -3.55754 2.22860 1.28673  C31 1.084
62 H -5.01076 3.25438 3.24311  C32 1.090
63 H -3.58280 2.99409 4.20853  C32 1.087
64 H -3.01115 4.31737 1.74279  N33 1.009
65 H -2.63803 4.79354 3.27883  N33 1.006
66 H -0.36936 2.86754 -1.38428  C36 1.087
67 H 1.03430 2.78402 -0.31598  C36 1.082
68 H 0.05518 1.35639 -0.62653  C36 1.089
69 H -1.17963 5.10244 1.63798  C37 1.089
70 H -0.47470 4.06206 2.84849  C37 1.088
71 H 1.73066 4.39714 1.91832  C38 1.078
72 H 0.95520 5.94504 1.72032  C38 1.090
73 H 1.09215 4.88578 0.34072  C38 1.085
74 C 0.59799 3.46775 -5.65199  C75 1.540, H85 1.089, H86 1.087, H87 1.090
75 C 1.42598 2.50050 -4.78497  C74 1.540, C76 1.528, N80 1.500, C84 1.523
76 C 2.55274 1.86595 -5.59955  C75 1.528, C77 1.528, H88 1.095, H89 1.092
77 C 2.05872 0.84440 -6.62226  C76 1.528, C78 1.528, H90 1.093, H91 1.091
78 C 1.18534 -0.22013 -5.96024  C77 1.528, C79 1.530, H92 1.092, H93 1.095
79 C 0.03778 0.35733 -5.12986  C78 1.530, N80 1.499, C82 1.536, C83 1.523
80 N 0.58233 1.40379 -4.20538  C75 1.500, C79 1.499, O81 1.282
81 O 1.10676 0.89610 -3.15164  N80 1.282
82 C -1.06760 0.91826 -6.03732  C79 1.536, H94 1.090, H95 1.090, H96 1.086
83 C -0.59125 -0.73540 -4.27531  C79 1.523, H97 1.087, H98 1.090, H99 1.091
84 C 2.00257 3.30802 -3.62936  C75 1.523, H100 1.091, H101 1.090, H102 1.088
85 H 1.09154 4.43877 -5.67169  C74 1.089
86 H 0.49775 3.14793 -6.68605  C74 1.087
87 H -0.39934 3.61092 -5.23642  C74 1.090
88 H 3.24821 1.37342 -4.91231  C76 1.095
89 H 3.10883 2.66512 -6.09505  C76 1.092
90 H 1.51067 1.33926 -7.42830  C77 1.093
91 H 2.91736 0.36372 -7.09392  C77 1.091
92 H 0.75954 -0.88640 -6.71351  C78 1.092
93 H 1.81205 -0.83770 -5.30911  C78 1.095
94 H -1.80896 1.45787 -5.44724  C82 1.090
95 H -1.57182 0.09009 -6.53519  C82 1.090
96 H -0.70504 1.58125 -6.81666  C82 1.086
97 H 0.14674 -1.25558 -3.66969  C83 1.087
98 H -1.07072 -1.46033 -4.93321  C83 1.090
99 H -1.34772 -0.32096 -3.60790  C83 1.091
100 H 1.20480 3.75731 -3.03570  C84 1.091
101 H 2.61860 4.10882 -4.03853  C84 1.090
102 H 2.62100 2.70020 -2.97272  C84 1.088